#one
Here is a single C18H28N2O2 molecule from the Open Molecules 2025 dataset. Energies are from ωB97M-V with the def2-TZVPD basis set.

Each atom is followed by the atoms it is bonded to, with distances in Å.
Positions of all 50 atoms, in Å:
1 H 0.5003 1.7427 -1.4094  C47 1.092
2 H -3.1318 -1.6428 1.6038  C17 1.096
3 N -2.3832 -0.4425 0.1087  C5 1.357, C17 1.451, C43 1.448
4 C -0.3841 -0.9193 2.9921  C14 1.319, H18 1.076, H36 1.077
5 C -1.9180 0.7469 -0.3508  N3 1.357, C33 1.517, O50 1.220
6 H 3.6755 -0.4834 -1.8430  C45 1.097
7 H -4.9147 -0.0354 0.2530  C11 1.077
8 C 1.6657 1.0870 0.2584  N29 1.356, O46 1.221, C47 1.518
9 H 0.3306 -1.1664 -0.9113  C44 1.077
10 H -2.6987 -0.0169 2.1438  C17 1.092
11 C -5.1842 -0.9261 -0.2894  H7 1.077, H15 1.076, C35 1.319
12 C -1.1159 3.1055 0.0823  H26 1.092, C33 1.532, H39 1.093, C42 1.527
13 H 2.0122 2.6282 -1.1652  C47 1.092
14 C -1.0429 -1.3552 1.9365  C4 1.319, C17 1.504, H48 1.083
15 H -6.2354 -1.1490 -0.3492  C11 1.076
16 H 6.3254 -1.8022 0.4114  C31 1.077
17 C -2.3888 -0.8441 1.5026  H2 1.096, N3 1.451, H10 1.092, C14 1.504
18 H 0.5768 -1.3149 3.2704  C4 1.076
19 H -2.4905 1.9573 1.2941  C33 1.093
20 C 4.4463 -0.8843 0.6074  C24 1.497, H28 1.082, C31 1.320
21 H -2.2708 -2.3906 -0.6489  C43 1.097
22 H 0.6455 4.2517 -0.3094  C42 1.092
23 H 1.8959 -0.9259 -3.5284  C40 1.082
24 C 2.9540 -0.9489 0.5040  C20 1.497, N29 1.455, H30 1.095, H38 1.095
25 H 2.7905 0.9966 -2.1951  C45 1.094
26 H -1.5660 3.9435 0.6184  C12 1.092
27 H -2.4887 -1.0875 -1.8366  C43 1.096
28 H 4.8370 0.0674 0.9421  C20 1.082
29 N 2.4371 0.1335 -0.3191  C8 1.356, C24 1.455, C45 1.443
30 H 2.5102 -0.8169 1.4962  C24 1.095
31 C 5.2564 -1.8843 0.3146  H16 1.077, C20 1.320, H37 1.078
32 H -0.8164 1.3935 1.3671  C33 1.091
33 C -1.5872 1.7871 0.7033  C5 1.517, C12 1.532, H19 1.093, H32 1.091
34 H -4.5707 -2.5759 -1.4146  C35 1.082
35 C -4.2763 -1.6934 -0.8617  C11 1.319, H34 1.082, C43 1.501
36 H -0.7782 -0.1433 3.6266  C4 1.077
37 H 4.8800 -2.8375 -0.0211  C31 1.078
38 H 2.6377 -1.9112 0.0887  C24 1.095
39 H -1.4604 3.1440 -0.9538  C12 1.093
40 C 1.6686 -0.7889 -2.4797  H23 1.082, C44 1.318, C45 1.505
41 H 0.7423 3.2657 1.1538  C42 1.092
42 C 0.4016 3.2759 0.1159  C12 1.527, H22 1.092, H41 1.092, C47 1.532
43 C -2.7955 -1.4483 -0.8482  N3 1.448, H21 1.097, H27 1.096, C35 1.501
44 C 0.5777 -1.3060 -1.9504  H9 1.077, C40 1.318, H49 1.075
45 C 2.7015 0.0099 -1.7322  H6 1.097, H25 1.094, N29 1.443, C40 1.505
46 O 1.4306 1.0624 1.4560  C8 1.221
47 C 1.1535 2.1858 -0.6551  H1 1.092, C8 1.518, H13 1.092, C42 1.532
48 H -0.6243 -2.1317 1.3089  C14 1.083
49 H -0.1212 -1.8723 -2.5400  C44 1.075
50 O -1.8089 0.9601 -1.5471  C5 1.220

Values from the calculation:
- SMILES string: C=CCN(CC=C)C(=O)CCCCC(=O)N(CC=C)CC=C
- Net charge: 0
- Highest occupied orbital energy: -9.12 eV



#two
Here is a single C18H28N2O2 molecule from the Open Molecules 2025 dataset. Energies are from ωB97M-V with the def2-TZVPD basis set.

Each atom is followed by the atoms it is bonded to, with distances in Å.
Positions of all 50 atoms, in Å:
1 H -0.1604 0.4752 6.4123  C27 1.087
2 C -0.2083 0.5544 -3.4376  C15 1.388, C22 1.504, C31 1.390
3 H -4.0279 0.0872 -3.8029  C23 1.080
4 H 1.3273 0.5816 5.4709  C27 1.088
5 C -0.1223 -1.3262 1.6254  H14 1.093, N20 1.453, H29 1.105, C41 1.523
6 H 3.8548 -0.3417 -2.8328  C47 1.100
7 H -1.1261 0.6577 -0.0753  C38 1.094
8 C 0.1873 0.6390 2.9789  N20 1.453, C28 1.534, H42 1.105, H44 1.093
9 H -1.6116 -1.4840 0.0738  C41 1.092
10 C 1.7705 -0.4182 -2.2849  H11 1.097, N12 1.458, C22 1.539, C47 1.536
11 H 1.6469 -1.3846 -2.7892  C10 1.097
12 N 0.9420 -0.5238 -1.0896  C10 1.458, C24 1.449, C36 1.355
13 H -2.4755 -1.5161 -4.8584  C39 1.080
14 H -0.5976 -1.8896 2.4329  C5 1.093
15 C -1.0889 1.4549 -2.8548  C2 1.388, C16 1.384, H26 1.081
16 C -2.4571 1.2908 -2.9872  C15 1.384, C23 1.384, H45 1.081
17 H 1.8007 0.5686 -4.1876  C22 1.092
18 H -0.0505 -1.2208 -4.6232  C31 1.080
19 H 3.4460 0.7304 -1.4774  C47 1.093
20 N -0.4677 0.0730 1.8121  C5 1.453, C8 1.453, C38 1.448
21 H 1.8282 0.3928 0.5748  C24 1.097
22 C 1.2764 0.6854 -3.2371  C2 1.504, C10 1.539, H17 1.092, H43 1.092
23 C -2.9606 0.2200 -3.7041  H3 1.080, C16 1.384, C39 1.385
24 C 1.0219 0.5744 -0.1470  N12 1.449, H21 1.097, H30 1.091, C38 1.535
25 H -0.3282 1.9062 0.8735  C38 1.092
26 H -0.7046 2.2959 -2.2942  C15 1.081
27 C 0.2660 0.8207 5.4737  H1 1.087, H4 1.088, C28 1.527, H46 1.088
28 C -0.4423 0.1600 4.2936  C8 1.534, C27 1.527, H34 1.094, C49 1.525
29 H 0.9671 -1.4946 1.7055  C5 1.105
30 H 1.2859 1.4658 -0.7172  C24 1.091
31 C -0.7234 -0.5122 -4.1641  C2 1.390, H18 1.080, C39 1.382
32 H -2.4122 0.0499 3.4323  C49 1.086
33 H -0.7313 -2.9675 0.3884  C41 1.092
34 H -0.3107 -0.9227 4.3790  C28 1.094
35 O 0.3451 -2.5889 -1.7371  C36 1.223
36 C 0.2680 -1.6863 -0.9161  N12 1.355, O35 1.223, C41 1.518
37 H 3.3901 -2.0656 -1.2409  O40 0.965
38 C -0.2888 0.8491 0.6025  H7 1.094, N20 1.448, C24 1.535, H25 1.092
39 C -2.0893 -0.6792 -4.2959  H13 1.080, C23 1.385, C31 1.382
40 O 3.6631 -1.1863 -0.9519  H37 0.965, C47 1.405
41 C -0.6209 -1.8844 0.2989  C5 1.523, H9 1.092, H33 1.092, C36 1.518
42 H 1.2678 0.4075 2.9959  C8 1.105
43 H 1.5193 1.6737 -2.8415  C22 1.092
44 H 0.0781 1.7255 2.9335  C8 1.093
45 H -3.1299 1.9993 -2.5257  C16 1.081
46 H 0.1576 1.9024 5.4259  C27 1.088
47 C 3.2522 -0.2515 -1.9166  H6 1.100, C10 1.536, H19 1.093, O40 1.405
48 H -2.0900 1.5537 4.2951  C49 1.088
49 C -1.9340 0.4772 4.3089  C28 1.525, H32 1.086, H48 1.088, H50 1.087
50 H -2.4025 0.0719 5.2025  C49 1.087

Values from the calculation:
- SMILES string: CC(C)CN1CCC(=O)N([C@H](CO)Cc2ccccc2)CC1
- Net charge: 0
- Highest occupied orbital energy: -8.57 eV



Verdict on stability: #one comes out at the bottom.



#one
Here is 2 unconnected molecules or ions with the total composition BrH2NS from the Open Molecules 2025 dataset. Energies are from ωB97M-V with the def2-TZVPD basis set.

Each atom is followed by the atoms it is bonded to, with distances in Å.
Positions of all 5 atoms, in Å:
1 H -0.8169 -0.9205 -1.1715  S4 1.320
2 Br 2.9133 -0.0947 -0.0112  no bonds
3 N 0.3930 0.4979 0.2890  S4 1.619, H5 1.002
4 S -0.5518 -0.8049 0.1161  H1 1.320, N3 1.619
5 H 0.3370 0.9917 1.1591  N3 1.002

Values from the calculation:
- Net charge: 0
- Highest occupied orbital energy (alpha / beta): -10.02 / -9.44 eV



#two
Here is a single BrH2NS molecule from the Open Molecules 2025 dataset. Energies are from ωB97M-V with the def2-TZVPD basis set.

Each atom is followed by the atoms it is bonded to, with distances in Å.
Positions of all 5 atoms, in Å:
1 S -0.0775 0.5745 -0.0121  Br2 2.431, N3 1.541, H5 1.301
2 Br -2.3842 -0.1855 -0.1074  S1 2.431
3 N 0.9884 -0.5263 0.1520  S1 1.541, H4 1.040
4 H 1.1120 -0.8538 1.1313  N3 1.040
5 H 0.3613 0.9912 -1.1639  S1 1.301

Values from the calculation:
- Net charge: 0
- Highest occupied orbital energy (alpha / beta): -9.42 / -9.42 eV



Verdict on stability: #one comes out at the bottom.